# 1
A 6-piece molecular cluster, C36H55FN3O15 overall in a non-equilibrium geometry. Source: the OMol25 dataset; level of theory: wB97M-V/def2-TZVPD.

Calculated values
- total charge = +1
- DFT total energy (Eh) = -2797.26101
- 2S+1 = 1

Structure (XYZ):
```
110
Properties=species:S:1:pos:R:3:forces:R:3
C -0.8351 1.6804 1.4168 -1.216 0.206 -0.074
C -2.1456 2.3880 1.8227 1.101 -0.366 0.990
C -2.8137 1.6539 3.0075 -0.586 0.688 -0.591
C -4.0505 0.7902 2.6965 1.058 0.261 -0.269
C -5.1009 1.5744 1.9208 0.226 -0.032 -0.136
C -3.7716 -0.5972 2.0432 -2.749 0.240 0.056
C -3.6958 -0.6908 0.4823 1.121 -0.259 0.094
C -2.4827 -1.3513 -0.1535 0.554 0.102 -0.155
C -2.1006 -2.6530 0.1779 0.100 -0.162 -0.059
C -1.0087 -3.2844 -0.4009 0.146 0.128 -0.205
C -0.2595 -2.6290 -1.3720 -0.565 0.234 0.427
C -0.6454 -1.3478 -1.7400 0.107 -0.360 0.153
C -1.7296 -0.6946 -1.1441 0.039 0.116 -0.127
C -2.0469 0.6947 -1.6616 -0.328 -0.720 -0.228
C -5.0474 -1.4260 2.4588 0.217 -0.370 0.870
N -4.5702 -2.8130 2.6730 -0.160 -0.284 0.108
C -3.3099 -2.5787 3.2322 -0.431 -0.006 -0.681
N -2.6990 -3.3732 4.0865 0.383 -0.391 -0.123
N -2.8576 -1.4085 2.8291 0.480 0.133 0.025
F -1.5175 -1.2208 2.7586 -0.044 0.197 0.622
H -1.0916 0.6840 1.0601 0.386 -0.083 -0.300
H -0.3676 2.2861 0.6481 0.352 -0.230 -0.144
H -0.1838 1.5734 2.2781 0.163 0.156 0.067
H -2.8048 2.5519 0.9767 -0.096 -0.122 -0.119
H -1.8500 3.3666 2.1940 -0.129 0.211 -0.099
H -2.0599 1.1097 3.5742 0.021 -0.166 0.011
H -3.1902 2.4262 3.6784 -0.015 -0.016 0.188
H -4.5032 0.5958 3.6675 0.092 -0.260 0.128
H -4.7835 1.8377 0.9154 0.045 -0.004 -0.069
H -6.0309 1.0169 1.8342 -0.198 0.106 0.102
H -5.2636 2.5105 2.4469 -0.314 0.035 0.090
H -4.5606 -1.2512 0.1370 -0.199 0.000 0.043
H -3.7986 0.3042 0.0768 -0.008 0.145 0.074
H -2.6600 -3.2327 0.9015 -0.101 0.019 -0.003
H -0.7336 -4.2929 -0.1281 -0.120 -0.072 0.144
H 0.5882 -3.1182 -1.8229 0.107 0.029 -0.143
H -0.0747 -0.8593 -2.5154 -0.040 0.226 -0.023
H -1.7557 0.7218 -2.7068 0.223 0.250 -0.062
H -3.1182 0.8750 -1.6688 -0.083 0.229 0.125
H -1.5343 1.4746 -1.1100 0.009 0.135 0.032
H -5.9250 -1.3336 1.8355 0.258 -0.258 -0.600
H -5.4095 -1.1573 3.4508 0.179 0.419 0.024
H -4.4820 -3.3365 1.8054 -0.104 -0.198 0.020
H -2.7647 -4.3743 3.9891 -0.526 -0.009 0.267
H -2.2160 -3.0215 4.8966 0.572 0.192 -0.358
C 1.6444 2.5887 7.6078 0.236 0.151 -0.090
C 0.5957 3.0746 6.6386 0.283 -0.190 0.297
C 0.4064 2.2134 5.4120 -0.280 -0.143 -0.165
O -0.0673 3.1587 4.4386 0.196 -0.096 0.339
C 0.4465 4.3738 4.7978 -0.001 0.233 -0.138
O 0.4229 5.3332 4.1033 -0.041 -0.006 -0.065
O 0.9817 4.3216 6.0372 -0.158 -0.089 -0.153
H 1.9003 3.3748 8.3164 -0.114 -0.023 0.063
H 1.2849 1.7210 8.1605 -0.042 0.013 -0.001
H 2.5618 2.3145 7.0848 -0.026 -0.008 -0.034
H -0.3538 3.2354 7.1571 -0.039 0.016 -0.077
H -0.3226 1.4180 5.5563 -0.099 0.082 -0.110
H 1.3430 1.7848 5.0462 0.064 0.023 0.128
C -9.7486 4.9519 1.4131 0.086 0.162 0.241
C -9.3008 3.5696 1.8168 -0.205 0.387 -0.114
C -10.3888 2.6748 2.3641 -0.062 -0.175 -0.089
O -9.6485 1.7998 3.2311 0.006 0.096 -0.047
C -8.5594 2.4821 3.6551 0.018 0.090 0.085
O -7.8417 2.1301 4.5358 0.131 -0.117 -0.062
O -8.3977 3.6206 2.9409 -0.014 -0.222 -0.040
H -8.8891 5.6068 1.2758 0.021 -0.058 -0.115
H -10.3146 4.9151 0.4830 0.013 -0.038 -0.011
H -10.3750 5.3992 2.1856 -0.018 -0.045 0.009
H -8.7724 3.0860 0.9897 0.012 -0.069 0.045
H -10.9095 2.1055 1.5986 0.078 -0.157 0.077
H -11.1165 3.2195 2.9686 0.031 0.096 -0.043
C 4.1994 1.3816 1.1401 0.119 -0.267 0.053
C 3.6842 1.2905 -0.2742 0.116 0.051 0.416
C 2.2199 0.9430 -0.4030 -0.147 0.123 -0.110
O 2.1739 0.2953 -1.6813 0.085 -0.003 0.102
C 3.3967 -0.2612 -1.8905 0.131 -0.063 -0.028
O 3.6448 -1.0390 -2.7525 -0.338 0.032 0.044
O 4.2874 0.1882 -0.9785 -0.172 0.042 -0.113
H 5.2884 1.3783 1.1500 -0.002 0.125 -0.040
H 3.8459 2.2954 1.6178 -0.004 0.023 -0.045
H 3.8682 0.5252 1.7306 -0.035 -0.002 -0.033
H 3.9227 2.2055 -0.8227 -0.041 -0.029 -0.070
H 1.5673 1.8104 -0.3920 -0.039 -0.003 -0.174
H 1.8877 0.2290 0.3560 0.076 0.031 0.064
C 6.1472 -2.1253 -3.6820 0.321 0.068 0.119
C 7.5889 -2.2578 -4.1071 -0.422 -0.057 0.163
C 8.2167 -3.6010 -3.8343 0.117 -0.284 -0.251
O 9.6057 -3.2524 -3.6799 -0.129 0.044 0.071
C 9.6567 -1.9767 -3.2345 0.034 0.027 0.016
O 10.6323 -1.4412 -2.8163 0.012 0.017 0.004
O 8.4376 -1.3876 -3.3295 0.104 -0.086 -0.099
H 5.8454 -1.0838 -3.6728 -0.016 0.037 -0.133
H 5.4935 -2.6740 -4.3600 0.009 0.006 -0.018
H 6.0009 -2.5092 -2.6723 0.017 -0.020 0.001
H 7.7038 -1.9785 -5.1590 0.089 -0.030 -0.002
H 8.0790 -4.3141 -4.6502 0.314 0.260 0.336
H 7.8702 -4.0404 -2.8943 -0.070 0.114 0.018
C 7.3512 -1.7694 -9.3700 -0.005 0.123 0.298
C 7.4502 -3.2455 -9.0782 -0.067 0.413 -0.147
C 6.1438 -4.0026 -9.1365 -0.026 -0.166 -0.136
O 6.3839 -5.0854 -8.2242 -0.021 0.109 0.000
C 7.2896 -4.6537 -7.3195 0.089 -0.023 0.048
O 7.5657 -5.2226 -6.3106 -0.166 -0.176 -0.306
O 7.8398 -3.4819 -7.7099 -0.064 -0.141 -0.035
H 8.2626 -1.2582 -9.0626 0.061 -0.051 -0.111
H 7.1948 -1.5993 -10.4347 0.015 -0.038 -0.013
H 6.5251 -1.3174 -8.8186 -0.025 -0.042 -0.009
H 8.2033 -3.7090 -9.7205 -0.010 -0.080 0.040
H 5.9044 -4.3817 -10.1265 0.032 -0.180 0.071
H 5.3024 -3.4173 -8.7584 0.055 0.094 -0.014
```
Positions in Å, forces in eV/Å.


# 2
C36H55N7O8S2SiSr as an isolated structure in a non-equilibrium geometry. Source: the OMol25 dataset; level of theory: wB97M-V/def2-TZVPD.

Calculated values
- relative energy (zero: lowest compared OMol25 entry of this formula, charge and spin) (kcal/mol) = 0.0
- total charge = -2
- DFT total energy (Eh) = -3506.71625
- 2S+1 = 1

Structure (XYZ):
```
110
Properties=species:S:1:pos:R:3:forces:R:3
Sr 10.5325 12.4083 13.7661 0.362 1.510 0.574
O 8.1104 14.2992 17.6988 0.108 0.084 -0.498
C 9.0757 14.9715 18.3273 1.177 0.366 -0.317
C 8.7616 15.6680 19.5092 -0.841 -1.350 -1.405
C 9.7513 16.3223 20.1656 1.621 0.689 1.781
C 11.1023 16.3023 19.7618 -0.273 -0.764 -1.469
C 11.4158 15.6601 18.5334 -0.745 0.264 1.855
C 10.4211 15.0055 17.8135 -1.372 1.131 0.833
C 10.7197 14.5324 16.4778 -0.206 -2.703 -2.562
O 9.7741 14.1904 15.6509 1.461 0.846 1.683
N 12.0515 14.3572 16.2407 -0.114 1.043 0.969
N 12.3264 13.8328 15.0797 0.849 -0.824 -2.384
C 13.5584 13.7931 14.6201 -1.910 0.201 1.022
C 13.9439 13.5304 13.2549 -0.038 0.034 -0.166
C 15.2197 14.0315 12.9379 0.072 -0.110 -0.906
C 15.5780 14.1967 11.6024 0.796 -0.575 0.478
C 14.7441 13.6926 10.6064 -1.057 -0.036 1.945
C 13.5425 13.0920 11.0641 0.035 -0.631 -1.264
N 13.1275 12.9883 12.3227 0.538 0.783 0.264
H 8.4917 14.0674 16.8007 -0.067 -0.030 0.207
H 7.7148 15.5611 19.8146 0.479 0.394 0.222
H 9.5452 16.7911 21.1375 -0.121 -0.034 -0.430
H 11.9100 16.7255 20.3561 -0.369 0.084 -0.036
H 12.4259 15.5583 18.1790 0.138 0.253 -0.138
H 14.3490 14.2587 15.1564 0.534 0.341 1.011
H 15.9204 14.2726 13.7330 -0.263 0.258 -0.116
H 16.5832 14.6076 11.4070 -0.652 -0.129 -0.204
H 14.9799 13.7554 9.5763 0.075 0.000 -0.797
H 12.8917 12.5965 10.3159 0.283 0.443 0.525
O 10.4033 9.9953 13.9383 0.258 -1.532 -4.238
N 10.5827 9.7372 12.6184 0.358 1.989 0.730
O 10.6998 8.5807 12.1915 -0.309 2.725 0.710
O 10.6874 10.8664 11.8281 -0.493 -4.294 2.020
S 10.9959 11.2829 16.9613 -0.113 0.268 -0.811
C 9.8806 10.0374 17.4308 -0.273 -0.455 0.600
C 9.4588 10.1214 18.7803 -0.203 -0.038 -0.127
C 8.7672 9.0683 19.3773 0.588 0.977 0.372
C 8.4212 7.9416 18.6659 -0.328 -0.525 -0.963
C 8.7325 7.8622 17.2962 0.410 1.058 0.217
C 9.4329 8.9045 16.6784 0.404 0.410 -0.097
H 9.6979 11.0679 19.3106 -0.089 -0.966 -0.211
H 8.5843 9.1406 20.4474 -0.328 -0.075 -0.102
H 7.8097 7.1796 19.1219 0.088 -0.309 0.176
H 8.4803 7.0077 16.6841 -0.242 -0.170 0.114
H 9.6795 8.8733 15.5984 -0.115 -0.141 0.938
C 6.9300 13.9197 9.9736 -0.525 -0.202 0.421
C 7.7180 14.6348 8.9209 0.952 1.384 -0.501
C 6.8132 14.9110 7.7466 -0.840 -0.202 -1.279
C 8.9888 13.9777 8.3912 1.059 -0.572 0.270
O 8.1315 15.9341 9.4359 -0.981 -0.157 -0.890
Si 9.3698 16.3067 10.4313 0.004 -1.524 2.235
S 9.5996 14.8398 11.8633 0.744 -0.728 0.039
O 8.9476 17.6283 11.2797 0.155 1.458 -0.030
C 8.0978 18.1269 12.3353 0.644 0.164 -1.167
C 6.8442 18.5688 11.6228 -0.930 0.081 -0.003
C 7.8337 17.0865 13.3904 -0.331 0.181 0.232
C 8.8239 19.3189 12.9204 0.311 0.743 1.115
O 10.6878 16.6035 9.5228 1.146 0.242 -0.562
C 11.8155 17.5532 9.5349 -2.848 -0.780 0.271
C 11.1421 18.8098 9.0675 -0.376 1.436 -0.459
C 12.7898 17.0883 8.5097 0.299 -0.346 -0.353
C 12.3811 17.6402 10.9325 -0.407 1.056 0.235
H 6.4009 13.0395 9.5336 0.590 0.366 0.553
H 6.1632 14.6435 10.2916 0.027 -0.280 -0.004
H 7.5689 13.7422 10.8497 -0.295 -0.455 -0.305
H 6.5008 13.9465 7.2898 0.249 0.379 0.219
H 7.3351 15.4737 6.9598 -0.078 -0.017 0.250
H 5.8639 15.4315 7.9752 0.576 -0.031 0.278
H 8.8086 13.0445 7.8469 -0.253 0.110 -0.094
H 9.6796 13.6945 9.2195 -0.524 0.394 -0.395
H 9.5405 14.6866 7.7245 -0.550 -0.497 0.489
H 6.3465 17.6827 11.2320 -0.187 -0.073 0.026
H 7.0548 19.1992 10.7597 0.278 0.098 0.059
H 6.1524 19.1181 12.2788 0.125 -0.199 -0.010
H 7.5466 16.1598 12.9285 -0.297 -0.381 -0.140
H 7.0629 17.4097 14.1039 0.146 0.097 -0.170
H 8.7466 16.8724 13.9138 0.403 -0.165 0.397
H 8.9572 20.1550 12.2437 -0.400 0.140 -0.477
H 9.8444 19.0920 13.2145 0.121 -0.557 0.116
H 8.3393 19.7054 13.8452 0.013 -0.275 -0.584
H 10.6682 18.6237 8.0854 0.397 0.080 0.313
H 11.8436 19.6467 8.9845 0.118 0.002 -0.174
H 10.3279 19.1651 9.7097 0.223 -0.394 0.214
H 12.3162 16.8889 7.5307 0.039 -0.242 0.637
H 13.2772 16.2185 8.9519 0.244 -0.172 -0.582
H 13.4988 17.8875 8.3208 0.461 0.062 0.148
H 11.5672 17.9839 11.6002 0.406 -0.424 -0.170
H 13.1219 18.4472 10.9323 0.253 -0.181 0.130
H 12.8076 16.7091 11.2999 -0.058 -0.051 -0.086
N 6.8404 11.4075 13.8229 0.584 -0.337 0.094
C 7.7061 12.1073 14.1952 -0.964 -0.741 -0.498
H 6.4063 10.5388 13.5101 0.270 0.918 0.339
C 16.8454 9.6321 13.7681 -0.187 -1.019 1.210
C 15.3439 9.2055 14.0434 0.143 0.202 -0.054
C 14.5848 8.9676 12.7134 0.307 0.313 -0.247
C 15.3873 7.9303 14.8935 -1.020 0.202 -0.970
N 14.7164 10.2575 14.8692 2.219 0.392 0.013
N 13.3092 10.2918 14.7615 -1.110 0.661 -0.101
H 17.4651 8.7877 13.3990 -0.522 0.211 0.290
H 17.3198 9.9974 14.7079 -0.438 -0.414 -0.348
H 17.0096 10.4158 13.0687 -0.471 0.827 -0.835
H 15.0961 8.1452 12.1989 -0.127 0.104 -0.148
H 14.6822 9.8925 12.1038 -0.276 -0.575 0.202
H 13.5030 8.7002 12.7941 0.950 0.273 0.115
H 15.8556 7.1373 14.3512 0.140 -0.766 -0.588
H 14.3961 7.6066 15.2399 0.226 0.167 -0.129
H 16.0062 8.1195 15.7134 0.792 0.339 1.585
H 15.1331 11.1505 14.5512 -0.896 -0.453 0.019
H 12.8963 10.6701 15.6387 0.249 -0.755 -0.548
H 12.9702 9.3411 14.6149 -0.085 0.426 0.380
```
Positions in Å, forces in eV/Å.


Result set for orbital gap: 7.4; 5.6 eV, one per record in the order listed.